Record 1
{"formula": "C26H75NO22", "method": "wB97M-V/def2-TZVPD", "e_lumo_ev": 0.3, "orbital_gap_ha": 0.347, "charge": 0, "smiles": "COCCNCCOC.OCCO.OCCO.OCCO.OCCO.OCCO.OCCO.OCCO.OCCO.OCCO.OCCO", "elements": ["C", "O", "C", "C", "N", "C", "C", "O", "C", "H", "H", "H", "H", "H", "H", "H", "H", "H", "H", "H", "H", "H", "H", "H", "C", "C", "O", "O", "H", "H", "H", "H", "H", "H", "C", "C", "O", "O", "H", "H", "H", "H", "H", "H", "C", "C", "O", "O", "H", "H", "H", "H", "H", "H", "C", "C", "O", "O", "H", "H", "H", "H", "H", "H", "C", "C", "O", "O", "H", "H", "H", "H", "H", "H", "C", "C", "O", "O", "H", "H", "H", "H", "H", "H", "C", "C", "O", "O", "H", "H", "H", "H", "H", "H", "C", "C", "O", "O", "H", "H", "H", "H", "H", "H", "C", "C", "O", "O", "H", "H", "H", "H", "H", "H", "C", "C", "O", "O", "H", "H", "H", "H", "H", "H"], "coordinates": [[2.871, -2.862, 1.288], [2.968, -2.269, 0.011], [3.917, -1.227, -0.165], [3.917, -0.232, 0.978], [2.646, 0.491, 0.960], [2.211, 1.212, 2.201], [3.292, 1.938, 2.969], [3.946, 1.026, 3.826], [4.848, 1.651, 4.700], [2.569, -2.166, 2.076], [3.828, -3.326, 1.551], [2.108, -3.639, 1.256], [3.554, -0.687, -1.041], [4.940, -1.566, -0.354], [4.776, 0.443, 1.029], [4.008, -0.715, 1.965], [1.928, -0.221, 0.876], [1.759, 0.393, 2.767], [1.415, 1.866, 1.844], [2.802, 2.793, 3.447], [4.004, 2.379, 2.260], [5.405, 0.916, 5.284], [4.382, 2.309, 5.443], [5.607, 2.208, 4.136], [0.172, -1.061, 5.235], [1.208, -0.281, 6.022], [1.379, 0.961, 5.313], [0.624, -1.267, 3.865], [-0.822, -0.621, 5.201], [0.145, -2.099, 5.595], [2.183, -0.763, 5.973], [0.815, -0.215, 7.036], [2.207, 0.919, 4.818], [-0.151, -1.466, 3.329], [-0.582, 3.192, -4.756], [0.575, 2.438, -4.178], [1.132, 3.169, -3.065], [-0.214, 4.484, -5.260], [-1.409, 3.384, -4.067], [-0.942, 2.619, -5.612], [1.396, 2.312, -4.896], [0.357, 1.396, -3.914], [2.001, 2.768, -2.927], [-0.054, 5.027, -4.480], [1.658, -2.348, -3.793], [2.983, -2.167, -4.502], [3.708, -3.392, -4.264], [0.850, -3.307, -4.471], [1.214, -1.368, -3.639], [1.962, -2.757, -2.824], [3.574, -1.356, -4.062], [2.910, -2.066, -5.589], [4.590, -3.322, -4.636], [1.314, -4.146, -4.377], [-3.505, -1.832, -3.551], [-2.098, -2.386, -3.697], [-1.399, -1.695, -4.729], [-4.413, -2.161, -4.558], [-3.461, -0.745, -3.418], [-3.871, -2.093, -2.541], [-2.386, -3.410, -3.990], [-1.491, -2.459, -2.793], [-0.597, -2.240, -4.807], [-4.355, -3.094, -4.788], [-0.086, 0.366, -1.128], [-0.677, -0.508, -0.079], [-0.826, 0.052, 1.220], [-0.965, 1.275, -1.766], [0.503, -0.187, -1.865], [0.665, 0.954, -0.583], [-0.102, -1.432, 0.006], [-1.680, -0.761, -0.460], [-1.490, 0.746, 1.138], [-0.541, 2.138, -1.812], [-1.213, -5.129, 0.107], [-1.573, -6.038, -1.057], [-2.149, -5.350, -2.156], [-2.290, -4.864, 0.982], [-0.765, -4.198, -0.274], [-0.363, -5.610, 0.605], [-2.244, -6.837, -0.717], [-0.674, -6.554, -1.401], [-2.864, -4.758, -1.911], [-3.011, -4.495, 0.460], [4.174, 2.954, -1.193], [3.919, 4.447, -1.358], [3.273, 4.820, -2.541], [2.980, 2.171, -1.300], [4.664, 2.576, -0.285], [4.860, 2.584, -1.970], [4.930, 4.864, -1.335], [3.374, 4.781, -0.465], [2.336, 4.564, -2.455], [2.712, 1.849, -0.413], [-3.440, 3.860, -0.757], [-2.658, 3.868, 0.565], [-2.463, 2.547, 1.029], [-3.294, 5.142, -1.365], [-4.492, 3.653, -0.563], [-2.941, 3.124, -1.390], [-3.203, 4.527, 1.247], [-1.665, 4.295, 0.380], [-2.174, 2.655, 1.968], [-3.993, 5.246, -2.014], [-2.082, 1.607, 4.289], [-3.285, 0.747, 3.932], [-3.342, -0.328, 4.874], [-2.295, 2.891, 3.678], [-1.186, 1.160, 3.842], [-1.959, 1.737, 5.365], [-3.183, 0.374, 2.915], [-4.166, 1.350, 4.167], [-4.079, -0.914, 4.688], [-1.617, 3.475, 4.039], [-4.858, -1.638, 1.217], [-4.408, -0.535, 0.251], [-5.492, 0.088, -0.404], [-4.777, -2.915, 0.621], [-5.844, -1.341, 1.584], [-4.164, -1.601, 2.069], [-3.813, -0.995, -0.547], [-3.832, 0.217, 0.783], [-5.884, -0.395, -1.131], [-5.200, -3.588, 1.159]], "mulliken_charge": [-0.4482, -0.1505, -1.0385, -0.8274, 0.8966, 0.8202, -1.2531, -0.3149, -0.8728, 0.1220, 0.3132, 0.0814, 0.0975, 0.3239, 0.7429, 0.4034, -0.8523, -0.0255, 0.0213, 0.3050, 0.7680, 0.2686, 0.3143, 0.3326, -0.1027, -0.6097, -0.5046, -0.4135, -0.0071, 0.4038, 0.3163, 0.3792, 0.2790, 0.1714, -0.5598, 0.0492, -0.4437, -0.5793, 0.1704, 0.3549, 0.4240, 0.0060, 0.2790, 0.3283, 0.6362, -0.6827, -0.5632, -0.6940, -0.5543, 0.4302, 0.3258, 0.3784, 0.3054, 0.3978, -0.1004, 0.1495, -0.7187, -0.5591, 0.1669, -0.0680, 0.3392, 0.1013, 0.3522, 0.3654, 1.3917, 0.0043, 0.3908, -0.7004, -0.7863, 0.0226, 0.3458, -0.3861, -0.4263, 0.3232, 0.1148, -0.5734, -0.4758, -0.5056, -0.1291, 0.3499, 0.2581, 0.3952, 0.2845, 0.2758, -0.4062, -0.6019, -0.5115, -0.1141, 0.3380, 0.2550, 0.3704, 0.2620, 0.3311, -0.0492, -0.0339, -0.5866, -0.3857, -0.5612, 0.3680, -0.0474, 0.3310, 0.3020, 0.1764, 0.3197, -0.3180, 0.3906, -0.5746, -0.6414, -0.0065, 0.4584, -0.3212, 0.3747, 0.3050, 0.3044, -0.6128, 1.7604, -0.6401, -0.4780, 0.3628, 0.3174, -0.6183, -0.6228, 0.3696, 0.2836]}

Record 2
{"formula": "C26H76N2O20", "method": "wB97M-V/def2-TZVPD", "e_lumo_ev": -0.1, "orbital_gap_ha": 0.323, "charge": 0, "smiles": "COC[C@H](C)N.COC[C@H](C)N.OCCO.OCCO.OCCO.OCCO.OCCO.OCCO.OCCO.OCCO.OCCO", "elements": ["C", "C", "O", "O", "H", "H", "H", "H", "H", "H", "C", "C", "O", "O", "H", "H", "H", "H", "H", "H", "C", "C", "O", "O", "H", "H", "H", "H", "H", "H", "C", "C", "O", "O", "H", "H", "H", "H", "H", "H", "C", "C", "O", "O", "H", "H", "H", "H", "H", "H", "C", "C", "O", "O", "H", "H", "H", "H", "H", "H", "C", "C", "O", "O", "H", "H", "H", "H", "H", "H", "C", "C", "O", "O", "H", "H", "H", "H", "H", "H", "C", "C", "O", "O", "H", "H", "H", "H", "H", "H", "C", "C", "C", "O", "C", "N", "H", "H", "H", "H", "H", "H", "H", "H", "H", "H", "H", "C", "C", "C", "O", "C", "N", "H", "H", "H", "H", "H", "H", "H", "H", "H", "H", "H"], "coordinates": [[0.755, 3.799, -2.188], [0.629, 4.256, -3.646], [0.405, 5.639, -3.608], [-0.246, 4.231, -1.315], [1.755, 4.105, -1.880], [0.733, 2.712, -2.256], [-0.195, 3.768, -4.166], [1.492, 3.843, -4.169], [-0.458, 5.812, -3.224], [0.121, 4.171, -0.429], [2.067, -3.559, 1.552], [2.590, -4.578, 0.586], [2.918, -4.022, -0.581], [0.711, -3.201, 1.334], [2.585, -2.603, 1.480], [2.088, -4.036, 2.532], [1.920, -5.437, 0.540], [3.543, -4.912, 0.995], [3.336, -4.710, -1.104], [0.592, -3.061, 0.392], [-0.174, -5.554, -2.109], [-1.516, -4.931, -1.983], [-1.444, -3.822, -1.125], [-0.177, -6.784, -2.843], [0.359, -5.678, -1.166], [0.307, -4.856, -2.795], [-2.210, -5.519, -1.382], [-1.972, -4.642, -2.930], [-1.054, -3.101, -1.626], [-0.779, -7.401, -2.420], [2.886, -0.996, -3.081], [2.363, -0.871, -1.666], [1.459, -1.913, -1.392], [3.855, -1.917, -3.052], [3.496, -0.110, -3.257], [2.206, -1.012, -3.933], [1.810, 0.067, -1.614], [3.109, -1.039, -0.890], [1.840, -2.679, -0.956], [3.404, -2.745, -3.235], [-2.443, -3.430, 4.117], [-2.415, -4.408, 2.914], [-3.582, -5.077, 2.783], [-2.012, -4.009, 5.414], [-3.392, -2.920, 4.282], [-1.849, -2.518, 4.057], [-1.568, -5.093, 2.965], [-2.268, -3.956, 1.933], [-3.716, -5.241, 1.847], [-2.296, -4.926, 5.455], [-1.152, -0.071, 1.582], [-1.006, 0.219, 0.102], [-1.036, -0.905, -0.737], [0.067, -0.538, 2.152], [-1.902, -0.841, 1.761], [-1.349, 0.772, 2.244], [-0.150, 0.849, -0.139], [-1.925, 0.755, -0.137], [-0.159, -1.104, -1.070], [0.095, -1.483, 1.982], [-2.356, 4.248, 3.215], [-1.816, 4.957, 2.046], [-2.006, 4.255, 0.789], [-1.539, 3.244, 3.560], [-3.383, 3.925, 3.044], [-2.469, 4.957, 4.035], [-0.753, 5.126, 2.215], [-2.269, 5.922, 1.817], [-1.739, 4.774, 0.027], [-2.123, 2.536, 3.843], [-5.902, -1.817, -1.359], [-4.741, -1.205, -0.601], [-4.617, -1.747, 0.743], [-7.158, -1.615, -0.688], [-5.699, -2.864, -1.582], [-5.822, -1.354, -2.343], [-5.045, -0.164, -0.489], [-3.779, -1.213, -1.114], [-4.021, -2.499, 0.718], [-7.020, -1.792, 0.246], [0.058, -1.349, 5.981], [0.327, 0.180, 5.810], [1.239, 0.621, 4.812], [0.910, -1.838, 6.991], [0.168, -1.931, 5.066], [-0.933, -1.561, 6.381], [0.806, 0.680, 6.652], [-0.649, 0.625, 5.613], [0.804, 0.433, 3.977], [1.736, -2.217, 6.678], [2.994, 2.214, 2.001], [1.791, 3.243, 2.107], [2.263, 4.667, 1.635], [3.352, 5.174, 2.413], [3.045, 5.811, 3.685], [0.682, 2.718, 1.428], [2.590, 1.203, 2.049], [3.567, 2.306, 2.923], [3.576, 2.258, 1.080], [1.503, 3.319, 3.155], [1.454, 5.397, 1.591], [2.553, 4.555, 0.590], [2.653, 6.828, 3.665], [3.869, 5.686, 4.388], [2.309, 5.174, 4.177], [-0.129, 3.318, 1.466], [0.379, 1.876, 1.896], [2.361, 2.596, -7.033], [2.157, 1.590, -5.876], [0.691, 1.155, -5.805], [0.516, 0.587, -4.534], [-0.803, 0.246, -4.283], [3.177, 0.568, -6.023], [1.696, 3.427, -6.799], [1.823, 2.148, -7.868], [3.373, 2.937, -7.251], [2.326, 2.153, -4.958], [0.435, 0.447, -6.594], [0.051, 2.036, -5.845], [-1.467, 1.101, -4.156], [-0.944, -0.339, -3.374], [-1.311, -0.415, -4.986], [3.359, 0.046, -5.178], [2.850, -0.143, -6.663]], "mulliken_charge": [0.3409, -0.3479, -0.5991, -0.5951, 0.2613, -0.1690, 0.1982, 0.1175, 0.3495, 0.3248, -0.5474, -0.6099, -0.4568, 0.0376, 0.2489, 0.4020, 0.2132, 0.5101, 0.2742, -0.1486, 0.2316, -0.5636, -0.1064, -0.5804, -0.0925, 0.1225, 0.3351, 0.2818, -0.0982, 0.3354, -1.0452, 0.6654, 0.2017, -0.6481, 0.4400, 0.3465, -0.3935, 0.2647, -0.3309, 0.3542, 0.2499, 0.2854, -0.5663, -0.5344, 0.2919, -0.3314, 0.3052, -0.3302, 0.3600, 0.2947, -0.1461, 0.1661, 0.4578, 0.1278, 0.3368, -0.0259, -0.3034, 0.2374, -0.5434, 0.0275, -0.6324, -0.2163, -0.5089, -0.3836, 0.4010, 0.3251, 0.0402, 0.4854, 0.2656, 0.2122, -0.4946, 0.0695, -0.5280, -0.5258, 0.2712, 0.3498, 0.2898, -0.0242, 0.2354, 0.3271, -0.0157, -0.1951, -0.5451, -0.5859, -0.0427, 0.3056, 0.4055, 0.0237, 0.1342, 0.3083, -1.5030, 0.6160, -0.6639, -0.4337, -0.7397, 1.0956, 0.2104, 0.3950, 0.3490, 0.4076, 0.3957, 0.0564, 0.2924, 0.3320, 0.2661, -0.4579, -0.4979, -1.4536, 0.5487, -0.9270, 0.1407, -0.5486, -0.6001, 0.3381, 0.3761, 0.3551, 0.0312, 0.4675, 0.4440, 0.3095, -0.1335, 0.3518, 0.2363, 0.3086]}

ΔE to the lowest compared entry with this formula, charge and spin in kcal per mole, matching the order above: 41.13; 105.80